The following is a quantum chemistry calculation of a structure of composition CH6OSi in a non-equilibrium geometry, from the Open Molecules 2025 dataset.

As for the spin multiplicity: 1. Its HOMO energy is -0.30373 Eh. The calculation puts the energy relative to the best compared isomer or geometry (same formula, charge and spin) at 5.591 eV. As for the total charge: 0. The gap between HOMO and LUMO comes out at 8.5 eV. As for the energy: -406.24189 Ha. The largest force on an atom is 1.82 eV Å⁻¹.

Positions of all 9 atoms, in Å:
1 C 0.372498 1.134720 -0.940201
2 O -0.268294 1.287874 -2.056229
3 Si 0.254635 -0.679279 0.721719
4 H -0.430569 0.601845 1.358735
5 H 0.285444 2.066824 -0.417082
6 H -0.345274 0.452817 -2.560776
7 H -0.102810 -0.990968 -0.701905
8 H 1.543791 -0.015937 0.719107
9 H 0.079949 -1.958457 1.417527

Forces on the atoms, in the same order (eV/Å):
0.0 -0.1 -0.7
-0.4 0.2 -0.2
-0.2 1.5 -0.9
-0.1 -1.5 -0.6
-0.1 1.4 0.2
0.4 0.1 0.3
-0.4 -0.7 0.6
1.0 -0.9 0.5
-0.1 -0.1 0.7

=====

The following is a quantum chemistry calculation of a structure of composition C4H6CaF3N4O14 in a non-equilibrium geometry, from the Open Molecules 2025 dataset.

As for the spin multiplicity: 1. Its HOMO energy is -0.02955 Eh. The calculation puts the energy relative to the best compared isomer or geometry (same formula, charge and spin) at 6.805 eV. As for the total charge: -3. The gap between HOMO and LUMO comes out at 5.4 eV. As for the energy: -2405.07440 Ha. The largest force on an atom is 6.23 eV Å⁻¹.

Positions of all 32 atoms, in Å:
1 Ca 0.138074 1.377885 1.216818
2 N 0.899252 4.746840 3.611257
3 O -0.153499 4.140408 3.493237
4 O 1.869418 4.277144 2.996065
5 O 1.041856 5.701095 4.335636
6 N -4.608626 -0.250954 1.412313
7 O -3.619803 0.397452 1.098946
8 O -5.033020 -1.207835 0.876877
9 O -5.105512 -0.016500 2.511226
10 N 0.654603 4.165016 -3.007093
11 O 0.125496 4.680460 -3.980707
12 O 0.061744 3.720482 -2.038902
13 O 1.870610 4.046307 -3.029559
14 N -0.949968 -1.162857 5.548486
15 O -0.425413 -1.103843 4.455522
16 O -1.064074 -0.192065 6.270170
17 O -1.412417 -2.171237 5.971358
18 C 2.265080 -1.632298 -1.262796
19 O 0.932598 -1.381940 -1.537247
20 O 2.538798 -0.747590 -0.181148
21 C 2.416136 -3.211927 -1.135874
22 F 3.687705 -3.586695 -1.227347
23 F 1.831125 -3.727037 -0.006965
24 F 1.836020 -3.791526 -2.123664
25 C 0.525057 -1.353227 -2.925673
26 C -0.962303 -1.948785 -3.071959
27 H -0.918397 -3.037862 -3.081709
28 H -1.555488 -1.546965 -2.250512
29 H -1.426428 -1.635428 -4.007099
30 H 1.147210 -1.902523 -3.632276
31 H 0.457870 -0.308318 -3.228606
32 H 2.936295 -1.335677 -2.068775

Forces on the atoms, in the same order (eV/Å):
0.5 -0.3 0.1
1.4 -1.4 -0.5
-2.9 -0.8 -0.2
1.6 -0.4 -1.1
-0.3 1.8 1.1
0.4 0.8 4.8
2.3 1.3 -2.3
-1.0 -3.8 -4.8
-1.2 1.8 2.2
1.9 -0.3 -0.8
-2.1 0.8 -0.9
-2.4 -0.6 1.8
2.5 -0.1 0.1
-0.5 1.5 0.9
1.6 0.4 -3.0
0.5 3.4 1.1
-1.4 -5.1 0.8
0.8 2.7 3.2
-1.9 -0.6 -2.3
-0.1 -2.2 -0.9
-0.2 2.6 2.7
1.2 -0.3 0.8
0.9 0.3 -0.5
-1.7 -1.5 -2.6
-2.3 -0.3 0.3
1.8 0.6 0.3
-0.1 0.0 0.4
-0.1 -0.3 0.0
0.2 0.2 -0.1
0.4 0.0 0.4
0.3 0.1 -0.1
0.1 -0.2 -0.7

=====

The following is a quantum chemistry calculation of the molecule C4H4BrClS in a non-equilibrium geometry, from the Open Molecules 2025 dataset.

As for the spin multiplicity: 1. Its HOMO energy (alpha / beta) is -0.27480 / -0.27482 Eh. The calculation puts the energy relative to the best compared isomer or geometry (same formula, charge and spin) at 5.044 eV. As for the total charge: 0. The gap between HOMO and LUMO (alpha / beta) comes out at 6.7 / 6.7 eV. As for the energy: -3586.99637 Ha. The largest force on an atom is 2.83 eV Å⁻¹.

Positions of all 11 atoms, in Å:
1 C -0.022349 0.864540 -1.162737
2 C -1.773013 -0.198500 -0.092148
3 C 0.887065 -0.180862 -0.727754
4 C 0.807872 -0.372411 0.841751
5 S -1.074738 -0.718508 1.262641
6 Cl -3.427381 -0.103082 -0.183592
7 Br 0.038399 2.440920 -0.159267
8 H 0.427285 -1.007629 -1.305762
9 H 1.911835 0.053777 -1.122525
10 H 1.135198 -1.276122 1.239561
11 H 1.089826 0.497876 1.409831

Forces on the atoms, in the same order (eV/Å):
-1.6 0.5 -2.0
1.5 1.2 -0.9
-0.3 -0.7 1.5
-2.3 -0.1 -1.7
1.6 0.1 0.6
-0.6 -0.1 -0.2
0.1 0.9 0.7
0.9 -0.3 0.7
-0.8 -0.2 0.6
1.5 -1.4 0.6
0.1 0.2 0.1

=====

The following is a quantum chemistry calculation of a cluster of 2 separate species, CH6O in total in a non-equilibrium geometry, from the Open Molecules 2025 dataset.

As for the spin multiplicity: 1. Its HOMO energy is -0.42590 Eh. The calculation puts the energy relative to the best compared isomer or geometry (same formula, charge and spin) at 0.016 eV. As for the total charge: 0. The gap between HOMO and LUMO comes out at 12.4 eV. The SMILES is C.O. As for the energy: -116.92381 Ha. The largest force on an atom is 1.23 eV Å⁻¹.

Positions of all 8 atoms, in Å:
1 C -1.407690 -0.237042 -1.097453
2 H -0.556213 0.347068 -0.718251
3 H -2.304012 0.399748 -1.130851
4 H -1.179979 -0.602985 -2.109494
5 H -1.590926 -1.092945 -0.431233
6 O 2.432920 0.662157 1.542286
7 H 1.835446 -0.117100 1.478646
8 H 2.770454 0.641098 2.466350

Forces on the atoms, in the same order (eV/Å):
0.0 0.0 0.0
-0.3 -0.2 -0.1
0.3 -0.2 0.0
-0.1 0.1 0.4
0.1 0.3 -0.2
-0.3 -0.8 0.9
0.7 0.8 0.1
-0.4 0.0 -1.0